# H22KrNeO11

A structure of composition H22KrNeO11 (wB97M-V/def2-TZVPD, the OMol25 dataset).

The LUMO energy is 0.1 eV. The orbital gap is 11.142 eV. The calculation puts the electronic energy at -3723.41156 hartree. The energy relative to the best compared isomer or geometry (same formula, charge and spin) comes out at 11.46 kJ/mol.

Each line ends with the Löwdin charge.
Cartesian coordinates (Å):
Ne 3.631 -0.123 -1.426  -0.016
Kr 0.853 -0.367 0.170  0.339
O -1.472 2.205 -0.797  -0.055
H -1.584 1.716 0.018  -0.008
H -0.611 2.615 -0.714  0.011
O -2.248 0.910 1.696  -0.062
H -1.845 0.108 1.364  -0.033
H -1.601 1.271 2.303  -0.008
O 1.396 -2.981 3.435  -0.060
H 1.230 -2.871 2.499  -0.017
H 0.698 -2.485 3.862  0.023
O 1.162 0.971 -3.506  -0.054
H 0.417 0.521 -3.108  -0.015
H 0.844 1.250 -4.365  0.052
O -1.361 0.188 -2.569  -0.073
H -1.892 0.522 -3.292  0.075
H -1.390 0.881 -1.910  -0.013
O -2.127 -1.841 0.493  -0.069
H -2.393 -2.107 1.373  0.053
H -2.560 -2.467 -0.088  0.054
O -0.356 -2.326 -2.844  -0.070
H -0.662 -1.499 -2.472  -0.046
H -0.904 -2.458 -3.618  0.029
O 2.596 1.297 2.691  -0.059
H 2.946 0.632 3.283  0.059
H 3.251 1.995 2.700  0.058
O -0.072 2.074 3.068  -0.052
H -0.024 2.995 2.811  0.056
H 0.788 1.718 2.843  -0.018
O 0.189 -3.874 0.711  -0.061
H -0.147 -3.188 0.135  -0.026
H -0.593 -4.329 1.024  0.037
O 1.235 3.010 -1.536  -0.063
H 1.445 2.274 -2.111  -0.013
H 1.159 3.760 -2.126  0.047

Atoms 1-2, force components in eV/Å:
Ne 0.0356 0.0087 -0.0287
Kr 0.0498 0.0181 -0.0102